Computed, not measured: C3H5N3OS in the gas phase at a distorted geometry, with wB97M-V/def2-TZVPD.

The calculation puts the strongest force on any atom at 0.028 hartree/bohr. As for the SMILES: [H]/N=C\NC(=O)NC=S. The value obtained for the LUMO energy is -0.258 eV.

Structure (ORCA input):
```
! wB97M-V def2-TZVPD RIJCOSX def2/J DEFGRID3
* xyz 0 1
H 3.4280 -0.5692 -0.2610
N 2.7825 -1.2980 0.0253
C 1.5802 -0.8872 0.1056
N 1.1221 0.4144 -0.1140
C -0.1665 0.9100 -0.0281
O -0.3973 2.1012 0.0451
N -1.1832 -0.0440 -0.0721
C -2.5045 0.2903 0.0932
S -3.7260 -0.7750 -0.0312
H 0.8131 -1.6108 0.4421
H 1.8212 1.1746 -0.1917
H -0.9894 -1.0397 -0.3182
H -2.5801 1.3334 0.3051
*
```

Mulliken atomic charge list, values in e, 8 entries:
1. H 0.21
2. N -0.58
3. C 0.08
4. N -0.19
5. C 0.51
6. O -0.59
7. N -0.14
8. C -0.18



Computed, not measured: C3H5N3OS in the gas phase at a distorted geometry, with wB97M-V/def2-TZVPD.

The calculation puts the strongest force on any atom at 0.115 hartree/bohr. As for the SMILES: [H]/N=c1\cc(N)on1S. The value obtained for the LUMO energy is 0.372 eV.

Structure (ORCA input):
```
! wB97M-V def2-TZVPD RIJCOSX def2/J DEFGRID3
* xyz 0 1
H 1.0699 -1.8458 2.0934
N 0.7164 -2.0959 1.1396
C 0.1250 -1.0758 0.5935
C -0.0888 0.3280 1.0042
C -0.4963 0.9504 -0.1139
N -0.5174 2.2850 -0.4665
O -0.6821 0.1787 -1.1624
N -0.5030 -1.2282 -0.6765
S 0.2863 -1.9508 -1.9969
H -0.2388 0.7063 1.9976
H -0.1388 3.1850 0.3335
H -1.1114 2.4855 -1.2551
H 1.5791 -1.9223 -1.4905
*
```

Mulliken atomic charge list, values in e, 8 entries:
1. H 0.24
2. N -0.69
3. C 0.50
4. C -0.60
5. C 0.42
6. N -0.54
7. O -0.30
8. N 0.04



Computed, not measured: a molecular structure, C3H5N3OS at a distorted geometry, with wB97M-V/def2-TZVPD.

The calculation puts the strongest force on any atom at 0.079 hartree/bohr. The value obtained for the LUMO energy (alpha / beta) is -0.432 / -0.432 eV.

Structure (ORCA input):
```
! wB97M-V def2-TZVPD RIJCOSX def2/J DEFGRID3
* xyz 0 1
C 1.0715 1.3807 0.1946
C 2.1427 0.5423 0.3416
C -0.1532 0.9572 -0.4242
N -0.0400 -0.4363 -0.8887
N -1.6753 -1.1241 0.6234
N -0.9350 -1.2396 -0.6067
O -1.1481 1.5963 -0.6716
S 2.0371 -1.1207 -0.1104
H 1.1905 2.3000 0.6712
H 3.0213 0.9253 0.6827
H -2.5367 -1.6475 0.6107
H -1.8473 -0.1105 0.7300
H -1.1275 -2.0232 -1.1527
*
```

Mulliken atomic charge list, values in e, 8 entries:
1. C -0.88
2. C -0.19
3. C 0.83
4. N -0.29
5. N -0.56
6. N 0.30
7. O -0.55
8. S -0.23



Computed, not measured: C3H5N3S in the gas phase at a distorted geometry, with wB97M-V/def2-TZVPD.

The calculation puts the strongest force on any atom at 0.040 hartree/bohr. As for the SMILES: [H]/N=c1/cc[nH]n1S. The value obtained for the LUMO energy is 0.624 eV.

Structure (ORCA input):
```
! wB97M-V def2-TZVPD RIJCOSX def2/J DEFGRID3
* xyz 0 1
H -0.8444 -1.2990 2.1051
N -1.4341 -0.8131 1.4345
C -0.7814 -0.3422 0.4304
C -1.2381 0.6361 -0.5224
C -0.1621 0.9506 -1.2814
N 0.9488 0.2165 -0.9393
N 0.5359 -0.6951 0.0325
S 1.7549 -1.1752 1.1641
H -2.2348 1.0370 -0.5894
H -0.0862 1.6595 -2.0841
H 1.6368 -0.1653 -1.5952
H 1.9046 -0.0097 1.8452
*
```

Mulliken atomic charge list, values in e, 8 entries:
1. H 0.22
2. N -0.72
3. C 0.47
4. C -0.47
5. C -0.37
6. N -0.20
7. N 0.03
8. S -0.18



Computed, not measured: C3H5N3S in the gas phase at a distorted geometry, with wB97M-V/def2-TZVPD.

The calculation puts the strongest force on any atom at 0.140 hartree/bohr. As for the SMILES: CNNC(=S)C#N. The value obtained for the LUMO energy is -0.404 eV.

Structure (ORCA input):
```
! wB97M-V def2-TZVPD RIJCOSX def2/J DEFGRID3
* xyz 0 1
C -0.4173 0.1392 0.8695
N 0.0866 0.2001 -0.4247
N 1.3510 -0.5955 -0.4749
C 2.5397 -0.1588 -0.3103
S 3.8138 -1.0858 0.2231
C 2.7027 1.3429 -0.3652
N 3.1897 2.2017 0.2333
H -0.8941 -0.8805 0.9497
H 0.2818 0.1986 1.7955
H -1.2455 0.8084 1.0239
H 0.6394 1.2172 -0.7253
H 1.2283 -1.5697 -0.1310
*
```

Mulliken atomic charge list, values in e, 8 entries:
1. C -0.76
2. N -0.48
3. N -0.13
4. C 0.55
5. S -0.30
6. C -0.16
7. N -0.34
8. H 0.30



Computed, not measured: C3H5N3S in the gas phase at a distorted geometry, with wB97M-V/def2-TZVPD.

The calculation puts the strongest force on any atom at 0.059 hartree/bohr. As for the SMILES: [H]/N=C(\C#N)N(C)S. The value obtained for the LUMO energy is 0.434 eV.

Structure (ORCA input):
```
! wB97M-V def2-TZVPD RIJCOSX def2/J DEFGRID3
* xyz 0 1
H -1.8097 1.8729 -0.0072
N -0.8187 1.5695 -0.0696
C -0.8012 0.3059 -0.1070
C -1.9435 -0.5907 -0.1586
N -2.9155 -1.2400 -0.1212
N 0.4046 -0.3440 -0.1549
C 1.5439 0.5411 -0.1274
S 0.4721 -2.0503 -0.1769
H 1.6362 0.8715 0.8890
H 1.4180 1.3995 -0.7781
H 2.4295 -0.0456 -0.4152
H 0.3844 -2.2898 1.2272
*
```

Mulliken atomic charge list, values in e, 8 entries:
1. H 0.25
2. N -0.66
3. C 0.84
4. C 0.00
5. N -0.39
6. N -0.12
7. C -0.78
8. S -0.18



Computed, not measured: C3H5N3S in the gas phase at a distorted geometry, with wB97M-V/def2-TZVPD.

The calculation puts the strongest force on any atom at 0.044 hartree/bohr. The value obtained for the LUMO energy (alpha / beta) is -1.106 / -0.666 eV.

Structure (ORCA input):
```
! wB97M-V def2-TZVPD RIJCOSX def2/J DEFGRID3
* xyz 0 1
C 2.0669 0.7053 0.0787
C 0.8735 0.9440 -0.8246
C -1.5759 -1.1414 0.7293
N 2.1809 1.1202 1.2130
N -0.2307 0.2502 -0.5185
N -0.2949 -0.6275 0.4270
S 0.9461 2.0132 -2.0757
H 2.8251 0.1223 -0.4558
H -2.3555 -0.8274 0.0182
H -1.5212 -2.2298 0.7591
H -1.8474 -0.8040 1.7359
H -1.0670 0.4748 -1.0865
*
```

Mulliken atomic charge list, values in e, 8 entries:
1. C 0.07
2. C 0.17
3. C -0.66
4. N -0.41
5. N 0.23
6. N -0.52
7. S -0.30
8. H 0.32



Computed, not measured: a gas-phase ion, C3H5N4 (charge +1) at a distorted geometry, with wB97M-V/def2-TZVPD.

The calculation puts the strongest force on any atom at 0.094 hartree/bohr. The value obtained for the LUMO energy is -6.100 eV.

Structure (ORCA input):
```
! wB97M-V def2-TZVPD RIJCOSX def2/J DEFGRID3
* xyz 1 1
C 1.1638 0.5084 -0.2292
C 1.2719 -1.7869 0.0382
C -2.0353 1.2903 0.1732
N -0.6802 -0.5868 0.4341
N 0.3082 1.4192 -0.0505
N 0.5617 -0.7366 0.0563
N -0.8676 0.7650 0.2291
H 2.1789 0.8867 -0.3812
H 0.9334 -2.8702 0.1860
H 2.3413 -1.7145 -0.3556
H -2.3958 2.2462 -0.1287
H -2.7803 0.5792 0.0283
*
```

Mulliken atomic charge list, values in e, 8 entries:
1. C 0.00
2. C -0.05
3. C -0.14
4. N -0.98
5. N -0.55
6. N 0.50
7. N 0.74
8. H 0.39



Computed, not measured: 2 unconnected molecules or ions with the total composition C3H5N4O4 at a distorted geometry, with wB97M-V/def2-TZVPD.

The calculation puts the strongest force on any atom at 0.075 hartree/bohr. The value obtained for the LUMO energy (alpha / beta) is 3.296 / 3.296 eV.

Structure (ORCA input):
```
! wB97M-V def2-TZVPD RIJCOSX def2/J DEFGRID3
* xyz -1 1
C -1.2776 -1.0993 -1.0806
C -0.9733 0.0883 1.1157
C -1.4316 0.2905 -0.3058
N 0.7426 1.0001 2.3650
N 0.0494 -1.2772 -1.3398
N 1.8860 0.6411 -0.4494
N 0.2900 0.4665 1.3714
O 1.9604 1.7038 -1.0192
O -2.2177 -1.7277 -1.5613
O -1.5059 -0.7587 1.8473
O 1.9893 1.1080 2.3575
H -2.3848 0.7936 -0.2662
H -0.6775 0.8476 -0.7948
H 0.7197 -0.5724 -0.8579
H 0.4693 -2.0388 -1.8521
H 2.3617 0.5346 0.4701
*
```

Mulliken atomic charge list, values in e, 8 entries:
1. C 0.41
2. C 0.51
3. C -0.56
4. N -0.53
5. N -0.32
6. N -0.06
7. N 0.40
8. O -0.40



Computed, not measured: 2 unconnected molecules or ions with the total composition C3H5N5 at a distorted geometry, with wB97M-V/def2-TZVPD.

The calculation puts the strongest force on any atom at 0.129 hartree/bohr. The value obtained for the LUMO energy is 0.081 eV.

Structure (ORCA input):
```
! wB97M-V def2-TZVPD RIJCOSX def2/J DEFGRID3
* xyz 0 1
C 1.5634 0.5244 -0.1409
C -0.0135 -1.4482 -0.0024
C -1.0051 0.5606 0.0436
H 3.3560 0.0786 0.3243
H 1.5337 1.6715 -0.3969
H 0.9055 -2.1397 -0.1611
H -2.9771 -0.4751 0.7753
H -1.9371 2.1013 -0.3454
N 2.5274 -0.3889 0.0956
N 0.2251 -0.1232 -0.1220
N -1.2439 -1.6789 -0.0138
N -1.9032 -0.4566 -0.1593
N -1.0313 1.7742 0.1029
*
```

Mulliken atomic charge list, values in e, 8 entries:
1. C 0.05
2. C 0.13
3. C 0.30
4. H 0.23
5. H 0.32
6. H 0.36
7. H 0.36
8. H 0.25



Quick rundown of ΔE to the lowest compared entry with this formula, charge and spin, same order as above: 10.46; 100.55; 103.55; 52.17; 88.35; 42.11; 104.40; 109.20; 11.31; 103.72 kcal per mole